Record 1
Below is C6H15P in the gas phase in a non-equilibrium geometry, with properties calculated with ωB97M-V with the def2-TZVPD basis set.

Positions of all 22 atoms, in Å:
C: -2.67992 0.92224 -0.32572
C: -0.10563 -1.55464 0.68365
C: -1.61480 -0.11460 -0.53412
C: 1.83632 0.02255 -1.65085
C: 2.04618 0.95012 1.15722
C: -0.41932 -0.10255 0.34136
P: 0.99286 1.08004 -0.35911
H: -3.57740 0.87092 -1.07095
H: -2.34654 1.98304 -0.22977
H: 0.87997 -1.52821 1.13885
H: -0.87436 -1.97089 1.41538
H: -0.07958 -2.07366 -0.23938
H: -3.07260 0.79777 0.74828
H: -2.17983 -1.09587 -0.45984
H: -1.21856 -0.12730 -1.46336
H: 1.18367 -0.50544 -2.35320
H: 2.37718 0.67991 -2.29270
H: 2.65566 -0.73671 -1.30346
H: 3.08053 0.72192 0.83589
H: 1.89895 1.88092 1.61174
H: 1.74272 0.14012 1.75980
H: -0.67629 0.59771 1.20924

Atomic forces in eV per Å
-1.93 1.39 1.25
0.09 1.46 1.96
-2.56 -1.18 1.22
1.45 -1.59 0.80
0.95 -0.81 -2.34
0.17 2.14 1.30
-1.27 -1.79 0.02
1.71 0.02 1.37
0.16 -0.67 -0.76
0.14 -0.81 0.21
1.01 0.39 -1.08
0.02 -0.93 -0.71
0.09 -0.22 -1.51
0.79 0.79 0.10
0.69 0.13 -3.64
-0.33 0.00 0.45
0.50 0.77 -0.44
-1.66 1.18 -0.23
-0.32 0.64 0.39
0.38 1.24 1.09
-0.44 -0.76 0.89
0.36 -1.39 -0.34

## Properties
SMILES: CC[C@@H](C)P(C)C
Largest force on an atom, Eh/bohr: 0.072

Atomic partial charges in e from the Löwdin method, atoms 1 to 5:
1. C -0.13
2. C -0.11
3. C -0.38
4. C -0.33
5. C -0.30

---

Record 2
Below is C5H10O2 in the gas phase in a non-equilibrium geometry, with properties calculated with ωB97M-V with the def2-TZVPD basis set.

Positions of all 17 atoms, in Å:
C: 2.95137 -0.48210 0.22070
O: 1.74997 0.07662 -0.30277
C: 0.57612 -0.35222 0.40841
C: -0.78333 0.20360 -0.29699
C: -2.48063 -0.37502 -0.64411
C: -1.22295 1.51548 0.24958
O: -2.36257 1.88136 0.07385
H: 3.14627 -0.18467 1.26553
H: 3.79600 -0.13024 -0.38658
H: 2.94816 -1.58393 0.18283
H: 0.69465 0.01229 1.44834
H: 0.59594 -1.44688 0.45267
H: -0.50462 0.26424 -1.34410
H: -3.20244 0.27759 -1.21571
H: -2.30909 -1.23428 -1.26563
H: -3.02411 -0.58868 0.28278
H: -0.56874 2.14684 0.87118

Atomic forces in eV per Å
-0.01 -0.07 0.07
-0.57 0.00 -0.11
-0.85 -0.29 0.07
-1.22 -0.13 -0.52
1.37 -0.74 0.31
-0.49 0.54 -0.10
0.45 1.21 0.60
-0.24 0.03 -0.22
-0.44 0.02 0.06
-0.16 0.21 -0.03
-0.49 -0.05 -0.32
-0.26 0.01 -0.05
0.31 0.60 -0.18
1.79 -0.11 0.52
-0.10 -0.81 0.11
0.51 -0.27 -0.14
0.40 -0.14 -0.06

## Properties
SMILES: COC[C@@H](C)C=O
Largest force on an atom, Eh/bohr: 0.036

Atomic partial charges in e from the Löwdin method, atoms 1 to 5:
1. C -0.12
2. O -0.21
3. C -0.17
4. C -0.13
5. C -0.01

---

Energy relative to the best compared isomer or geometry (same formula, charge and spin) values, unit kcal per mole, following the record order: 9.21, 92.25.
Frontier orbital gap values, unit eV, following the record order: 9.63, 10.41.